107
Properties=species:S:1:pos:R:3 method="wB97M-V/def2-TZVPD" orbital_gap_ev="8.493 / 7.139" homo_ha="-0.48103 / -0.48091" spin_multiplicity=2 total_charge=+2 de_lowest_kcal_mol=2.34 s2=0.75 max_force_ha_per_bohr=0.0069
Pt -0.251 0.137 0.009
C -3.993 0.306 -1.939
C -2.981 -0.397 -1.293
N -1.987 0.437 -0.998
N -2.328 1.667 -1.419
C -3.536 1.611 -1.997
B -1.335 2.879 -1.285
N -0.075 2.483 -2.087
C 0.554 2.998 -3.160
C 1.521 2.103 -3.568
C 1.423 1.038 -2.676
N 0.470 1.284 -1.786
N -0.945 2.994 0.224
C -0.842 4.077 1.010
C -0.403 3.682 2.258
C -0.236 2.306 2.161
N -0.564 1.909 0.932
N -2.011 4.134 -1.743
C -3.080 4.727 -1.128
C -3.603 5.647 -1.991
C -2.797 5.537 -3.144
N -1.857 4.627 -2.999
H -4.928 -0.078 -2.307
H -2.918 -1.440 -1.025
H -3.988 2.495 -2.415
H 0.233 3.940 -3.568
H 2.189 2.205 -4.404
H 1.960 0.106 -2.658
H -1.090 5.053 0.627
H -0.233 4.305 3.118
H 0.100 1.585 2.886
H -3.376 4.448 -0.128
H -4.435 6.308 -1.826
H -2.866 6.091 -4.067
N 0.138 -1.589 -0.961
S 0.007 -3.036 -1.016
N 1.314 -3.926 -0.577
S 1.705 -4.084 0.914
N 1.499 -2.920 1.913
S 2.019 -1.376 1.820
N 1.046 -0.326 1.459
C 2.521 -1.097 3.491
C 2.899 0.207 3.794
C 3.333 0.492 5.076
C 3.382 -0.514 6.035
C 2.998 -1.808 5.718
C 2.568 -2.113 4.433
C 3.547 -1.397 0.916
C 4.743 -1.734 1.539
C 5.906 -1.717 0.787
C 5.864 -1.370 -0.559
C 4.659 -1.042 -1.164
C 3.486 -1.052 -0.423
C 3.371 -4.657 0.850
C 4.095 -4.617 -0.329
C 5.412 -5.054 -0.302
C 5.972 -5.513 0.881
C 5.226 -5.544 2.055
C 3.913 -5.112 2.048
C 0.806 -5.406 1.667
C 0.897 -6.643 1.036
C 0.194 -7.708 1.567
C -0.590 -7.526 2.702
C -0.674 -6.283 3.310
C 0.032 -5.203 2.797
C -1.345 -3.748 -0.093
C -1.856 -3.007 0.964
C -2.877 -3.548 1.732
C -3.364 -4.816 1.446
C -2.837 -5.551 0.391
C -1.824 -5.019 -0.389
C -0.188 -3.635 -2.668
C -0.968 -2.838 -3.498
C -1.193 -3.253 -4.800
C -0.637 -4.441 -5.257
C 0.150 -5.220 -4.419
C 0.382 -4.821 -3.111
H 2.852 0.977 3.035
H 3.635 1.499 5.329
H 3.720 -0.284 7.037
H 3.032 -2.585 6.470
H 2.266 -3.117 4.172
H 4.774 -1.987 2.591
H 6.850 -1.962 1.256
H 6.780 -1.347 -1.135
H 4.634 -0.762 -2.209
H 2.533 -0.800 -0.861
H 3.639 -4.251 -1.239
H 5.999 -5.036 -1.210
H 6.998 -5.858 0.890
H 5.666 -5.912 2.972
H 3.315 -5.144 2.951
H 1.515 -6.770 0.155
H 0.259 -8.682 1.100
H -1.136 -8.363 3.115
H -1.287 -6.150 4.192
H -0.023 -4.225 3.254
H -1.452 -2.027 1.192
H -3.291 -2.979 2.554
H -4.164 -5.232 2.044
H -3.225 -6.536 0.169
H -1.417 -5.582 -1.219
H -1.367 -1.900 -3.133
H -1.796 -2.645 -5.461
H -0.812 -4.758 -6.276
H 0.588 -6.138 -4.785
H 0.994 -5.416 -2.448